(1)
CCl2S2 | wB97M-V/def2-TZVPD

For the maximum force, the calculation gives 0.046 Eh/bohr. The lowest unoccupied orbital energy (alpha / beta) comes out at -4.508 / -4.584 eV. The calculation puts the calculated total energy at -1754.720968 Ha. Its multiplicity is 1. The HOMO-LUMO gap (alpha / beta) is 5.45 / 5.27 eV.

Geometry (Å):
C: -0.93520 -0.03211 0.13713
S: -1.87082 -1.39988 -0.06612
S: 0.79915 -0.30917 -0.00837
Cl: 3.59337 0.27186 -0.01924
Cl: -1.58650 1.46930 -0.04341

(2)
C36H32AsF5INOOsSe | wB97M-V/def2-TZVPD

For the maximum force, the calculation gives 0.029 Eh/bohr. The lowest unoccupied orbital energy (alpha / beta) comes out at -7.714 / -7.715 eV. The calculation puts the calculated total energy at -7045.403947 Ha. Its multiplicity is 1. As for the charge: +2. The HOMO-LUMO gap (alpha / beta) is 5.89 / 5.89 eV.

Geometry (Å):
Os: -0.04395 0.26247 -0.18240
C: -0.12063 0.77074 2.11481
C: 0.09908 -0.61217 1.90692
C: -1.04382 -1.13080 1.18421
C: -1.94365 -0.02420 0.90598
C: -1.37409 1.15040 1.49407
C: -2.00664 2.49221 1.64932
C: -3.32609 -0.21411 0.37468
C: -1.43595 -2.57063 1.10857
C: 1.17263 -1.42051 2.55340
C: 0.67421 1.63824 3.02724
H: -2.47234 2.53968 2.63738
H: -2.77469 2.67051 0.90404
H: -1.27103 3.28939 1.58575
H: -3.98041 -0.48795 1.20397
H: -3.36092 -1.01191 -0.36435
H: -3.72301 0.69776 -0.07156
H: -2.12223 -2.76515 1.93632
H: -0.58633 -3.23775 1.20819
H: -1.95508 -2.81055 0.17885
H: 0.95028 -1.54412 3.61551
H: 2.14732 -0.94084 2.46734
H: 1.23072 -2.40833 2.11421
H: 0.25795 1.48579 4.02903
H: 0.58447 2.69717 2.80411
H: 1.72091 1.34485 3.08053
C: 5.50609 -1.39782 -2.53044
C: 5.09560 -0.93482 -1.28719
C: 3.76249 -1.03166 -0.91868
C: 2.84575 -1.59493 -1.79810
C: 3.25045 -2.06301 -3.04151
C: 4.58718 -1.96131 -3.40423
As: 1.01395 -1.80400 -1.23742
C: -0.06416 -2.36354 -2.72045
C: -0.62687 -1.57516 -3.70909
C: -1.41212 -2.17980 -4.68024
C: -1.63836 -3.55059 -4.63134
C: -1.08635 -4.33032 -3.62585
C: -0.28916 -3.74487 -2.65045
C: 0.37145 -4.44967 -1.53111
C: 0.39212 -5.82737 -1.34684
C: 1.11428 -6.37621 -0.29888
C: 1.85041 -5.56311 0.55552
C: 1.84368 -4.18565 0.38044
C: 1.07626 -3.63895 -0.63606
H: 6.54710 -1.32970 -2.81352
H: 5.81513 -0.50839 -0.60219
H: 3.43979 -0.66344 0.05141
H: 2.53545 -2.51766 -3.71844
H: 4.91045 -2.33511 -4.36594
H: -0.45530 -0.50560 -3.72651
H: -1.85130 -1.58340 -5.46702
H: -2.25647 -4.01846 -5.38439
H: -1.28199 -5.39345 -3.60729
H: -0.13871 -6.47773 -2.02872
H: 1.12721 -7.44851 -0.16268
H: 2.44240 -6.00009 1.34742
H: 2.46292 -3.56855 1.01489
N: 3.08650 1.27266 -3.43854
C: 2.40905 1.54333 -2.33215
O: 1.44425 0.84521 -1.98834
C: 2.84474 2.77488 -1.56840
I: 2.31484 2.54232 0.45210
H: 2.83183 0.46896 -3.99369
H: 3.86273 1.83937 -3.73860
H: 2.30303 3.64194 -1.94287
H: 3.91459 2.95105 -1.64057
F: 1.55178 6.06043 -4.28724
C: 0.91834 5.07518 -3.69541
C: 0.39454 5.24553 -2.41739
F: 0.52763 6.39965 -1.79317
C: -0.26089 4.18553 -1.80570
F: -0.74750 4.37091 -0.57916
C: -0.39984 2.95430 -2.42299
Se: -1.42947 1.55457 -1.57978
C: 0.10125 2.81950 -3.70203
F: -0.04807 1.67829 -4.36299
C: 0.76898 3.85632 -4.33889
F: 1.26219 3.67838 -5.55354

(3)
C20H31GeI2N2O4SiTa | wB97M-V/def2-TZVPD

For the maximum force, the calculation gives 0.005 Eh/bohr. The lowest unoccupied orbital energy comes out at -6.870 eV. The calculation puts the calculated total energy at -4209.615478 Ha. Its multiplicity is 1. As for the charge: +2. The HOMO-LUMO gap is 6.67 eV.

Geometry (Å):
Ta: 0.86975 0.31399 0.03432
I: -4.21706 1.11480 5.87948
C: -2.91110 1.18710 4.27278
C: -2.70490 2.38750 3.60210
C: -1.82462 2.43745 2.53388
I: -1.48210 4.21160 1.51878
C: -1.16819 1.28155 2.13798
O: -0.26060 1.32152 1.10221
C: -1.37293 0.07039 2.79110
C: -0.73625 -1.20188 2.30527
N: 0.67480 -1.04912 1.84413
C: 1.61357 -0.62601 2.89896
C: 2.94066 -0.39492 2.23219
C: 4.15000 -0.57043 2.86887
C: 5.32463 -0.31720 2.17526
C: 5.25778 0.10513 0.85531
C: 4.02198 0.26794 0.27279
N: 2.87563 0.01766 0.94217
C: -2.24484 0.03926 3.87225
H: -3.22243 3.28394 3.91386
H: -0.76190 -1.94394 3.10583
H: -1.30074 -1.60573 1.45972
H: 0.97135 -1.96620 1.50868
H: 1.24983 0.30582 3.34115
H: 1.68966 -1.36170 3.70077
H: 4.16996 -0.90346 3.89755
H: 6.28233 -0.45156 2.66050
H: 6.14665 0.31381 0.27815
H: 3.92002 0.61934 -0.74406
H: -2.40950 -0.89528 4.39393
O: 0.68397 1.37281 -1.77888
O: 1.90807 1.61646 -1.00054
C: -2.87425 3.67681 -2.99753
Ge: -1.92654 2.03281 -2.63132
C: -2.65071 1.14334 -1.05351
C: -1.85700 0.81380 -4.14147
C: -0.02624 2.57455 -2.18679
H: -3.90120 3.43166 -3.26858
H: -2.42055 4.21852 -3.82607
H: -2.89494 4.32048 -2.11893
H: -3.70562 0.93055 -1.23248
H: -2.58438 1.80351 -0.19045
H: -2.16734 0.18705 -0.83188
H: -2.87362 0.56185 -4.44454
H: -1.33634 -0.11152 -3.89326
H: -1.35769 1.27818 -4.99136
H: 0.01647 3.30371 -1.37717
H: 0.50273 2.94933 -3.06091
C: 1.16868 -3.88303 -0.63357
Si: 0.27525 -2.69488 -1.74763
C: 1.17191 -2.36781 -3.32573
C: -1.51946 -3.07335 -1.92787
O: 0.35567 -1.19947 -0.86068
H: 1.27863 -4.84972 -1.13025
H: 0.61724 -4.06941 0.29271
H: 2.17771 -3.53809 -0.39179
H: 1.21778 -3.27382 -3.93393
H: 2.19988 -2.05014 -3.13681
H: 0.67825 -1.59634 -3.91862
H: -1.64716 -4.01621 -2.46485
H: -2.04252 -2.30009 -2.49384
H: -2.00815 -3.18287 -0.95739

(4)
C3H5N3OS2 | wB97M-V/def2-TZVPD

For the maximum force, the calculation gives 0.096 Eh/bohr. The lowest unoccupied orbital energy comes out at -0.351 eV. The calculation puts the calculated total energy at -1153.151886 Ha. Its multiplicity is 1. The HOMO-LUMO gap is 9.06 eV.

Geometry (Å):
C: -1.97617 1.02444 0.62030
C: -1.01288 -0.08791 0.29691
C: 1.01487 -1.56232 -0.09628
N: -3.12493 0.60999 0.85689
N: -1.59292 -1.32521 0.14104
N: -1.47528 2.27196 0.68618
O: -3.35372 -1.65221 1.93511
S: 0.65352 0.19701 0.16935
S: -3.26092 -1.08076 0.60717
H: 0.63572 -2.09637 0.80808
H: 2.13083 -1.68139 -0.30141
H: 0.46585 -1.84687 -0.96035
H: -0.56733 2.49759 0.29198
H: -2.03641 3.16346 0.90666

(5)
C23H49FeN3OP4 | wB97M-V/def2-TZVPD

For the maximum force, the calculation gives 0.089 Eh/bohr. The lowest unoccupied orbital energy (alpha / beta) comes out at -9.165 / -11.803 eV. The calculation puts the calculated total energy at -3773.324570 Ha. Its multiplicity is 6. As for the charge: +3. The HOMO-LUMO gap (alpha / beta) is 6.50 / 3.84 eV. As for the expectation value of S²: 8.770.

Geometry (Å):
Fe: 0.05934 0.11691 -0.25810
P: 0.55312 -1.89162 -1.02501
P: 2.62941 0.11285 0.74338
P: -2.25024 0.49962 -0.64564
H: 1.80546 2.36469 -0.84819
C: 0.75806 2.57163 -0.57393
C: 0.36660 2.75064 0.74081
H: 1.11012 2.84046 1.52690
C: 1.59853 -1.84177 -2.54233
C: 1.42425 -3.23436 -0.12368
C: -0.93277 -2.81557 -1.57636
C: 3.34474 1.67677 1.41052
C: 3.26732 -1.00324 2.08301
C: 3.92856 -0.22203 -0.52298
C: -2.94181 2.05385 0.07006
C: -3.42847 -0.84184 -0.14617
C: -2.84935 0.71548 -2.34166
H: 0.13991 2.87959 -1.42243
H: -0.63650 3.09642 1.00930
H: 0.98616 -1.76083 -3.43625
H: 2.18490 -2.77128 -2.59418
H: 2.30242 -0.99577 -2.52296
H: 1.26488 -4.17557 -0.66955
H: 1.01549 -3.37288 0.88496
H: 2.50629 -3.06102 -0.07229
H: -0.63374 -3.77101 -2.02420
H: -1.50991 -2.25328 -2.32107
H: -1.57177 -3.05647 -0.71748
H: 4.43118 1.54132 1.48446
H: 2.94307 1.89166 2.40606
H: 3.11839 2.50660 0.73762
H: 4.36356 -0.90516 2.08818
H: 3.00667 -2.05095 1.88578
H: 2.89533 -0.69777 3.07129
H: 4.89491 0.08282 -0.09395
H: 3.72321 0.37350 -1.42370
H: 3.96669 -1.29054 -0.77403
H: -3.99871 2.12272 -0.22362
H: -2.39766 2.90736 -0.35343
H: -2.86346 2.10875 1.16232
H: -3.87304 -1.25309 -1.06359
H: -4.23442 -0.42828 0.47691
H: -2.92309 -1.65840 0.39040
H: -3.85252 1.16870 -2.32863
H: -2.91109 -0.26198 -2.83424
H: -2.14765 1.34306 -2.90310
C: 0.07534 1.28654 -4.38048
C: 0.84877 0.59229 -5.32509
C: 0.67637 0.90454 -6.68620
C: -0.24077 1.89028 -7.07837
C: -0.96431 2.62418 -6.11044
C: -0.77241 2.32578 -4.76291
O: 0.06970 1.05103 -3.01650
H: 0.54337 0.26213 -2.60132
H: 1.57273 -0.17485 -5.02266
H: 1.25791 0.40062 -7.45880
H: -0.41079 2.10132 -8.14221
H: -1.65421 3.42350 -6.38242
H: -1.31058 2.86344 -3.97600
C: 0.37358 -0.97370 5.06836
N: -0.00330 0.44042 4.76097
C: -1.45377 0.61969 5.03542
N: -2.27469 -0.32695 4.25157
C: -1.88126 -1.70676 4.56554
N: -0.43624 -1.93107 4.29696
C: -0.13171 -1.91936 2.87290
P: -0.49693 -0.23524 2.11257
C: 0.34488 0.83358 3.39031
C: -2.24651 -0.04196 2.82516
H: 0.15359 -1.14075 6.14217
H: 1.44941 -1.12306 4.84933
H: -1.72883 1.65310 4.78996
H: -1.62018 0.41132 6.10499
H: -2.47394 -2.40928 3.95521
H: -2.04169 -1.86859 5.64488
H: 0.92757 -2.15752 2.70772
H: -0.74208 -2.66873 2.34714
H: 0.02308 1.87461 3.22768
H: 1.44017 0.76427 3.26330
H: -2.91815 -0.74361 2.30622
H: -2.58650 0.98810 2.63590

The evaluated energy relative to the best compared isomer or geometry (same formula, charge and spin) for the records listed, in turn: 319.3 56.9 135.4 46.2 0.0 kJ/mol.